Run P
{"formula": "C3H6NO2S2", "method": "ωB97M-V/def2-TZVPD", "charge": -1, "homo_energy_ev": [-3.333, -3.352], "orbital_gap_ev": [7.035, 7.028], "species": ["C", "C", "C", "N", "O", "O", "S", "S", "H", "H", "H", "H", "H", "H"], "coordinates": [[-1.4034, -0.1246, -0.5695], [-1.7942, -0.0490, 0.9026], [-0.5626, 0.6065, 0.3691], [1.3075, -0.6067, 0.8714], [2.1785, 1.8574, 0.1438], [2.5049, -0.0609, -1.3764], [1.0714, -2.0625, -0.0144], [2.5667, 0.4651, 0.1827], [-0.9595, -1.0225, -0.9506], [-1.9308, 0.4022, -1.3003], [-2.6679, 0.5564, 1.2305], [-1.6822, -0.8401, 1.5247], [-0.4517, 1.6395, 0.2620], [1.8232, -0.7609, -1.2754]], "mulliken_charge": [-0.4038, -0.5086, -0.0767, -0.3573, -0.5503, -0.4497, -0.5577, 0.5610, 0.0936, 0.2542, 0.1975, 0.2293, 0.2703, 0.2981]}

***

Run Q
{"formula": "C3H6NO2S2", "method": "ωB97M-V/def2-TZVPD", "charge": -1, "homo_energy_ev": -4.426, "orbital_gap_ev": 7.865, "species": ["C", "C", "C", "N", "O", "O", "S", "S", "H", "H", "H", "H", "H", "H"], "coordinates": [[1.6447, -0.8006, 0.9230], [-1.1531, 1.3281, 0.3381], [0.1976, 0.8748, -0.3609], [0.5855, -0.4938, -0.0878], [0.1475, -2.9509, -1.3099], [-1.2741, -1.1012, -1.8500], [2.4154, 0.2029, 1.9332], [-0.6841, -1.8848, -0.7769], [1.6782, -1.9513, 1.0982], [-1.0123, 2.3094, 0.7818], [-2.0089, 1.2211, -0.2851], [-1.4245, 0.6816, 1.2612], [0.0023, 0.8943, -1.4844], [0.8859, 1.6705, -0.1803]], "mulliken_charge": [-0.1336, -0.9295, -0.5760, -0.1792, -0.5540, -0.5729, -0.4133, 0.5521, 0.2292, 0.3190, 0.3219, 0.2443, 0.2458, 0.4462]}

***

Which is less stable than every other structure shown? run P is.